Entry 1:
Molecular formula: C4H7N3
Method: DFT, ωB97M-V/def2-TZVPD

The geometry in XYZ format:
```
14
Properties=species:S:1:pos:R:3
N -2.76531 -0.04520 -0.49889
C -1.69228 -0.22018 0.29325
C 0.84108 -0.87237 1.04543
C 1.54593 -0.24859 0.15084
N 2.62854 -0.22909 -0.68425
C 0.49706 0.55493 0.83114
N -0.80845 0.78662 0.23030
H -2.78364 0.60036 -1.28478
H -3.39702 -0.82557 -0.56654
H 0.52536 -1.77541 1.53615
H 2.62320 0.44587 -1.43224
H 2.96200 -1.14193 -0.95989
H 0.79012 1.34770 1.53024
H -0.98672 1.67723 -0.23666
```

Output
F_max   0.6 eV Å⁻¹
HOMO-LUMO gap   0.324 hartree
LUMO level   1.01 eV

=====

Entry 2:
Molecular formula: C19H11INS5Ta
Method: DFT, ωB97M-V/def2-TZVPD

The geometry in XYZ format:
```
38
Properties=species:S:1:pos:R:3
Ta -1.25272 -1.06310 0.14337
I -2.08444 1.82145 0.61747
C -0.06107 2.26047 0.99346
C 0.33693 3.56461 0.98999
C 1.65069 3.88769 1.37730
C 2.49237 2.90122 1.80172
C 2.08064 1.54765 1.81964
C 2.93838 0.53892 2.32300
C 2.52724 -0.75733 2.36411
C 1.26886 -1.11291 1.83072
C 0.38848 -0.19072 1.29623
C 0.78754 1.18493 1.35550
H -0.35260 4.35003 0.71094
H 1.96986 4.92102 1.36299
H 3.49234 3.14032 2.14288
H 3.91696 0.82602 2.68861
H 3.16765 -1.52839 2.77204
H 1.02500 -2.16825 1.82736
S -1.62196 -4.65854 5.67998
C -1.76992 -4.02791 4.18628
S -2.97585 -2.85850 3.74655
C -2.53901 -2.67433 2.05726
C -1.47346 -3.42507 1.64560
S -0.79324 -3.38345 0.02987
S -0.73338 -4.45021 2.85711
S -3.49282 -1.60392 1.06992
N -1.03245 -0.56868 -1.53336
C -0.88791 -0.16727 -2.84278
C -0.16969 0.99521 -3.13913
C -0.02956 1.41054 -4.45238
C -0.59330 0.67540 -5.48608
C -1.30214 -0.48260 -5.19603
C -1.45334 -0.90405 -3.88616
H 0.27574 1.55261 -2.32370
H 0.52788 2.31226 -4.67215
H -0.47909 1.00077 -6.51156
H -1.74210 -1.06199 -5.99770
H -2.00652 -1.80391 -3.64890
```

Output
F_max   0.8 eV Å⁻¹
HOMO-LUMO gap   0.267 hartree
LUMO level   -0.69 eV

=====

Entry 3:
Molecular formula: C11H13Cl2NO2S
Method: DFT, ωB97M-V/def2-TZVPD

The geometry in XYZ format:
```
30
Properties=species:S:1:pos:R:3
C -4.47661 -1.96893 -0.03564
C -3.50450 -0.84236 0.09242
C -2.14010 -1.06670 0.21593
C -1.24380 -0.02237 0.33663
C -1.69474 1.28616 0.33682
C -3.05228 1.54838 0.21504
C -3.93537 0.48707 0.09586
Cl -5.61535 0.83327 -0.05199
H -3.41106 2.56496 0.21491
Cl -0.57782 2.56783 0.48325
S 0.50576 -0.38953 0.51809
O 0.99760 0.25074 1.69897
O 0.64885 -1.81141 0.39203
N 1.12550 0.36944 -0.83577
H 1.19251 -0.29729 -1.59007
C 2.32693 1.17622 -0.68051
C 3.59645 0.36523 -0.78132
C 3.95676 -0.55158 0.35037
C 4.76185 0.68625 0.10687
H 5.75704 0.58473 -0.29925
H 4.65641 1.50562 0.80088
H 4.39468 -1.50946 0.11479
H 3.29404 -0.57269 1.20142
H 3.81686 0.02331 -1.78682
H 2.25056 1.63245 0.30743
H 2.30124 1.96414 -1.44126
H -1.73991 -2.06874 0.22443
H -3.95924 -2.92315 -0.02716
H -5.19099 -1.94463 0.78607
H -5.04126 -1.87695 -0.96240
```

Output
F_max   0.9 eV Å⁻¹
HOMO-LUMO gap   0.362 hartree
LUMO level   0.50 eV
SMILES   Cc1cc(S(=O)(=O)NCC2CC2)c(Cl)cc1Cl

=====

Entry 4:
Molecular formula: C2H2N2OS
Method: DFT, ωB97M-V/def2-TZVPD

The geometry in XYZ format:
```
8
Properties=species:S:1:pos:R:3
C 1.73131 0.47785 0.40565
C -1.97060 -0.50604 -0.12939
N 2.18571 1.31688 -0.30515
N -1.46466 -1.58228 -0.03853
O 1.43028 -0.47440 0.98452
S -2.43368 0.97397 -0.04791
H 2.05486 2.29157 -0.44838
H -1.53322 -2.49756 -0.42081
```

Output
F_max   1.3 eV Å⁻¹
HOMO-LUMO gap   0.378 hartree
LUMO level   0.66 eV
SMILES   N=C=O.N=C=S

=====

Entry 5:
Molecular formula: C12H16N2O3S2
Method: DFT, ωB97M-V/def2-TZVPD

The geometry in XYZ format:
```
35
Properties=species:S:1:pos:R:3
O -0.17211 -0.84271 -1.68090
C 0.67522 -1.33720 -0.93355
N 1.98865 -0.91567 -0.88967
C 2.81527 -1.44401 0.13619
H 3.67923 -1.99455 -0.47944
C 3.11894 -0.34560 1.13647
C 4.01436 0.62275 0.57717
C 3.37323 1.87589 -0.50130
H 4.08259 2.34819 -1.12517
H 3.08623 2.57710 0.30658
C 2.13694 1.60401 -1.20369
H 1.95933 2.20931 -2.14321
H 1.30514 1.25744 -0.73729
C 2.33036 0.08018 -1.76577
H 1.66755 -0.09921 -2.81839
H 3.26787 -0.27601 -1.95109
H 4.82455 0.04634 -0.19316
H 4.68016 1.17930 1.25532
H 3.79656 -0.59404 1.87373
H 2.25292 0.28896 1.58078
H 2.27713 -2.20682 0.67923
C -0.16898 -2.19628 0.24855
H -1.02763 -2.52987 -0.20432
H 0.52493 -3.08780 0.50494
S -0.30406 -1.22206 1.42218
C -0.90336 0.14460 1.09928
C -1.96888 0.14425 0.16741
N -2.81690 -0.38642 -0.51429
O -3.70271 -0.08128 -1.16788
O -2.80669 -1.76405 -0.09874
S -2.24182 2.11752 -0.20758
C -1.11030 2.40656 0.88590
C -0.46236 1.39390 1.62081
H 0.24562 1.28415 2.33542
H -0.89684 3.39944 1.20258
```

Output
F_max   13.1 eV Å⁻¹
HOMO-LUMO gap   0.267 hartree
LUMO level   -1.25 eV

=====

Entry 6:
Molecular formula: C2H9N2S
Method: DFT, ωB97M-V/def2-TZVPD

The geometry in XYZ format:
```
14
Properties=species:S:1:pos:R:3
C -0.27614 0.99090 0.29942
C 0.95101 0.46494 0.84030
N -1.44062 -1.47516 -1.30429
N 2.04189 0.72398 0.07568
S 1.07493 -0.50233 2.32321
H -1.00207 1.27981 1.04320
H -0.81453 0.17516 -0.21940
H -0.06703 1.78664 -0.37284
H -2.14650 -1.70305 -0.70860
H -1.16143 -2.18176 -1.97726
H -1.79607 -0.76485 -2.04594
H 1.97859 1.38338 -0.69932
H 3.00913 0.48873 0.21390
H -0.35117 -0.66638 2.53193
```

Output
F_max   5.9 eV Å⁻¹
Spin multiplicity   3
HOMO-LUMO gap (spin up / spin down)   0.255 / 0.167 hartree
LUMO level (spin up / spin down)   -4.10 / -9.01 eV
Total charge   +1

=====

Entry 7:
Molecular formula: C20H26BN7OPdS
Method: DFT, ωB97M-V/def2-TZVPD

The geometry in XYZ format:
```
57
Properties=species:S:1:pos:R:3
Pd 0.43702 -0.33226 -0.26197
C -0.77715 0.08818 -4.00293
C -1.55497 0.90044 -3.01627
C -2.62164 1.79765 -3.22165
C -2.93385 2.25539 -1.95754
C -3.98933 3.23062 -1.54589
N -2.09802 1.65684 -1.08039
N -1.24739 0.82119 -1.73859
B -2.08796 1.82569 0.45697
N -0.72600 2.41521 0.92662
N 0.40016 2.20377 0.19781
C 1.38621 2.81050 0.83172
C 2.77794 2.68747 0.30451
C 0.91137 3.44549 1.99272
C -0.43791 3.15917 2.01660
C -1.42415 3.49422 3.08304
N -2.47244 0.48589 1.14292
N -1.90038 -0.66917 0.71853
C -2.33108 -1.62846 1.51315
C -1.81981 -3.01892 1.32541
C -3.23747 -1.11310 2.45937
C -3.31217 0.23549 2.17443
C -4.17394 1.25795 2.84376
H -1.12811 0.26626 -5.02312
H -0.86488 -0.97623 -3.77939
H 0.28507 0.33019 -3.94498
H -3.09420 2.07525 -4.15152
H -4.52744 3.57812 -2.43054
H -3.56230 4.09696 -1.03807
H -4.70850 2.78152 -0.85858
H -2.95025 2.62552 0.75266
H 2.77487 1.97217 -0.51791
H 3.45109 2.29718 1.07199
H 3.17804 3.64563 -0.04573
H 1.47076 3.98314 2.74335
H -1.07017 4.35882 3.64911
H -1.53002 2.65978 3.78070
H -2.41068 3.72346 2.67873
H -1.01162 -2.99331 0.59322
H -2.60169 -3.70632 0.98486
H -1.40669 -3.41118 2.25852
H -3.76531 -1.63871 3.24106
H -4.98725 0.74766 3.36459
H -4.60926 1.95568 2.12703
H -3.62878 1.84612 3.58180
O 0.65551 -0.36479 2.87532
N 1.64272 -1.12832 3.19426
C 1.90688 -1.30680 4.51502
C 2.92704 -2.08994 4.99552
C 3.74155 -2.74412 4.06243
C 3.47637 -2.56830 2.72909
C 2.42383 -1.76027 2.22366
S 2.17637 -1.60283 0.54914
H 1.21466 -0.75551 5.13500
H 3.06815 -2.17783 6.06493
H 4.56395 -3.37752 4.37558
H 4.07861 -3.05466 1.97250
```

Output
F_max   0.5 eV Å⁻¹
HOMO-LUMO gap   0.135 hartree
LUMO level   4.81 eV
Total charge   -2

=====

Entry 8:
Molecular formula: C3H3N5
Method: DFT, ωB97M-V/def2-TZVPD

The geometry in XYZ format:
```
11
Properties=species:S:1:pos:R:3
C 1.01184 0.14718 -0.03327
C 0.20995 -0.74499 0.72976
C -1.61220 -0.36538 -0.44340
H 2.52794 0.76896 -0.75975
H 0.73922 -1.35720 1.36549
H -2.39456 -1.01559 -1.01107
N 2.07319 -0.26496 -0.57412
N -0.95065 -1.23427 0.35282
N -1.52251 0.93133 -0.43463
N -0.70302 1.70975 0.44990
N 0.62081 1.42518 0.35828
```

Output
F_max   5.7 eV Å⁻¹
HOMO-LUMO gap   0.325 hartree
LUMO level   -1.42 eV
SMILES   [H]/N=c1/cncnnn1

=====

Entry 9:
Molecular formula: C14H44N4O8
Method: DFT, ωB97M-V/def2-TZVPD

The geometry in XYZ format:
```
70
Properties=species:S:1:pos:R:3
C -2.62769 -1.18313 -3.65414
O -3.70069 -1.07113 -4.48414
H -1.84769 -0.56613 -4.13114
H -2.31069 -2.24113 -3.67614
H -2.82969 -0.74213 -2.64514
H -3.79469 -0.16013 -4.62114
C 3.64331 2.22087 0.71186
O 3.92531 1.54887 1.83986
H 4.42231 2.89487 0.42286
H 2.95031 3.07887 0.99586
H 3.35131 1.64787 -0.13314
H 3.16531 0.98887 2.18686
C -2.15569 -2.99913 -0.49814
O -1.22069 -2.76913 -1.47414
H -1.55069 -3.16013 0.41086
H -2.79969 -3.84113 -0.65314
H -2.66669 -2.06313 -0.41514
H -0.76269 -2.07813 -1.06114
C 0.14931 0.52787 2.86186
O 1.47731 0.30587 2.46886
N -0.31969 0.06287 3.98486
N -0.68969 1.21887 2.13986
H 0.29731 -0.54813 4.52386
H -1.08969 0.57087 4.51886
H -0.38269 1.95387 1.45286
H -1.69669 1.06387 2.34386
C -2.96469 1.51387 -1.10114
O -2.07569 2.29687 -1.78514
N -4.21069 1.84987 -0.86014
N -2.52869 0.57587 -0.34314
H -4.70469 2.63387 -1.42414
H -4.94769 1.32987 -0.28014
H -1.60569 0.17187 -0.62014
H -3.00769 0.24587 0.48086
C 2.21731 -0.94413 -0.85414
C 0.94931 0.02687 -0.94614
C 0.42431 0.01887 -2.37114
O 0.00131 -0.39213 -0.22514
H 1.97831 -2.04513 -1.04614
H 2.73731 -0.91213 0.12286
H 2.94131 -0.62613 -1.59214
H 1.22031 1.05087 -0.63414
H -0.52569 0.49987 -2.36914
H 0.43331 -0.97513 -2.75614
H 1.08831 0.57287 -3.09014
H 0.15431 -0.07813 0.63886
C 1.23631 5.06487 0.14786
C 0.35131 4.13287 -0.66814
C 1.03931 3.56287 -1.90914
O 0.01031 3.12987 -0.03914
H 2.22831 4.72087 0.01186
H 0.87731 5.18187 1.11686
H 1.46731 5.90587 -0.40614
H -0.55869 4.62187 -0.97814
H 1.29931 4.27387 -2.62114
H 0.39031 2.91787 -2.48414
H 1.90631 2.99787 -1.57914
H -0.59969 2.56687 -0.55114
C 0.72031 -2.90413 2.10286
C 0.47631 -4.42213 2.20486
C 1.68031 -5.32213 2.18086
O 0.05531 -4.59813 3.38186
H 1.26131 -2.71813 1.15886
H 1.32231 -2.53413 2.89986
H -0.17869 -2.31213 2.00786
H -0.36469 -4.76713 1.55486
H 2.37731 -5.11813 2.97786
H 2.24531 -5.08513 1.27186
H 1.41131 -6.36013 2.01886
H 0.83531 -4.41213 3.83886
```

Output
F_max   12.4 eV Å⁻¹
HOMO-LUMO gap   0.320 hartree
LUMO level   -0.26 eV
SMILES   NC(N)=O.NC(N)=O.CC(C)O.CC(C)O.CC(C)O.CO.CO.CO

=====

Entry 10:
Molecular formula: C24H26AuN4O2
Method: DFT, ωB97M-V/def2-TZVPD

The geometry in XYZ format:
```
57
Properties=species:S:1:pos:R:3
Au 1.13962 0.60992 0.47887
C -0.09138 -4.22781 -4.47528
C 1.17242 -3.66250 -4.41044
C 1.48653 -2.78436 -3.38304
C 0.54252 -2.46868 -2.40892
C -0.72649 -3.04364 -2.47887
C -1.03860 -3.91685 -3.50805
C 0.94856 -1.49980 -1.36260
C 0.24180 -1.12530 -0.33190
C -0.93829 -1.50477 0.42053
C -0.95087 -2.74242 1.07485
C -2.03577 -3.11212 1.85554
C -3.11673 -2.25262 1.99362
C -3.11933 -1.02412 1.33804
C -2.03571 -0.64772 0.56647
H -0.34457 -4.90313 -5.28264
H 1.91582 -3.89975 -5.15976
H 2.47382 -2.33908 -3.33161
H -1.47902 -2.80251 -1.73891
H -2.02833 -4.35242 -3.55765
H 1.92404 -1.03522 -1.51432
H -0.10362 -3.40787 0.95279
H -2.03489 -4.07118 2.35738
H -3.96200 -2.54074 2.60635
H -3.96703 -0.35812 1.43305
H -2.02889 0.30872 0.05686
C -2.40535 3.83918 -1.31553
C -0.99097 3.88194 -1.91193
C -0.22034 5.11378 -1.39872
C -1.03942 3.87216 -3.44480
C -0.25954 2.69201 -1.43931
N 0.30842 1.76910 -1.07154
H -2.94020 4.73511 -1.63027
H -2.37439 3.82120 -0.22546
H -2.95665 2.96726 -1.67015
H -0.72121 6.01263 -1.75887
H 0.80526 5.11542 -1.76722
H -0.19927 5.13833 -0.30913
H -1.56785 4.76610 -3.77562
H -1.57033 2.99703 -3.81996
H -0.03674 3.88545 -3.87155
O 2.92768 2.20738 0.48762
N 3.71970 1.68878 -0.36912
O 3.28899 0.61593 -0.83531
N 2.11940 -0.34132 6.49191
C 1.96514 -0.24255 5.15660
C 2.81315 0.56491 4.37763
C 2.60223 0.67290 3.03021
N 1.60192 0.02165 2.40435
C 0.80286 -0.78115 3.13204
C 0.94931 -0.94290 4.48045
H 2.84670 0.16445 6.96382
H 1.51642 -0.92543 7.04162
H 3.63260 1.10483 4.83316
H 3.23346 1.29862 2.41113
H 0.02476 -1.30652 2.59538
H 0.28065 -1.60219 5.01823
```

Output
F_max   1.6 eV Å⁻¹
HOMO-LUMO gap   0.248 hartree
LUMO level   -4.21 eV
Total charge   +1

=====

Entry 11:
Molecular formula: C11H35N4O11S
Method: DFT, ωB97M-V/def2-TZVPD

The geometry in XYZ format:
```
62
Properties=species:S:1:pos:R:3
N -2.39606 -3.56067 -4.60352
H -3.36807 -3.83003 -4.65594
H -2.30130 -2.61184 -4.93643
H -1.88699 -4.19740 -5.19978
H -2.20460 -3.56113 -3.61183
N -3.85955 -5.62206 0.89005
H -3.67014 -6.58239 1.13903
H -4.06812 -5.14160 1.75362
H -4.68780 -5.73540 0.32326
H -3.05668 -5.23287 0.41675
N 1.52259 -7.02292 1.04484
H 2.35722 -6.66800 1.48927
H 0.75535 -7.43857 1.55344
H 1.74952 -7.68985 0.32110
H 1.15031 -6.19074 0.61012
N 2.45750 -5.19830 -4.18869
H 1.97548 -4.52605 -3.60917
H 1.88620 -5.33979 -5.00947
H 2.38702 -6.14086 -3.83272
H 3.38199 -4.90670 -4.47221
C 0.06563 -1.95381 -0.17922
O -0.34275 -3.14971 -0.77368
H -0.57761 -1.59216 0.62300
H 1.07724 -2.07499 0.20814
H 0.19330 -1.22763 -0.98200
C -2.58120 3.61630 2.06745
C -3.85362 4.19689 2.72398
C -4.22630 3.69855 4.14765
O -4.14661 4.82170 4.98739
C -3.88064 5.96751 4.22432
O -3.90694 7.11929 4.69782
O -3.62862 5.63570 2.93422
H -2.33101 4.09607 1.12123
H -2.76934 2.55670 1.89439
H -1.68141 3.70758 2.67585
H -4.65614 3.84711 2.07459
H -3.44387 3.00078 4.44604
H -5.27208 3.39349 4.11035
C 0.50951 5.24307 -4.09982
C 1.27640 4.15390 -4.92525
C 2.17450 3.32501 -4.15132
O 1.71646 2.03892 -4.51571
C 0.62592 2.09331 -5.33077
O -0.08704 1.15006 -5.62112
O 0.31474 3.33257 -5.54524
H -0.01256 6.02241 -4.65496
H 1.11951 5.75386 -3.35478
H -0.31616 4.82459 -3.52427
H 1.87796 4.65393 -5.68433
H 2.30364 3.61054 -3.10734
H 3.15587 3.35090 -4.62496
C 4.26447 2.12769 4.69664
C 3.86157 1.13803 3.59975
O 3.30554 0.04373 4.30983
S 3.62731 0.12058 5.93660
O 5.01159 -0.28084 6.20002
O 2.51468 -0.30856 6.78117
O 3.56047 1.78232 5.89365
H 3.85947 3.11555 4.47709
H 5.34587 2.11011 4.83216
H 4.74102 0.72400 3.10655
H 3.08750 1.41198 2.88291
```

Output
F_max   5.4 eV Å⁻¹
HOMO-LUMO gap   0.161 hartree
LUMO level   -9.26 eV
Total charge   +3

=====

Entry 12:
Molecular formula: C4H9BrSi
Method: DFT, ωB97M-V/def2-TZVPD

The geometry in XYZ format:
```
15
Properties=species:S:1:pos:R:3
C 0.23615 2.50688 0.07229
C 0.98568 1.36554 0.03988
C -1.41888 -0.87633 -0.14337
C 1.88341 -1.51813 0.08013
Si 0.40637 -0.40341 -0.08128
Br -5.38146 -0.12967 0.00937
H 0.54585 3.48705 -0.34194
H -0.73450 2.54116 0.61961
H 1.99542 1.25767 -0.43424
H -1.96474 -0.80235 0.86450
H -1.90194 -0.07023 -0.81489
H -1.50098 -1.92990 -0.36817
H 2.80366 -1.27742 -0.45904
H 2.38924 -1.52033 1.15107
H 1.65670 -2.63053 -0.19390
```

Output
F_max   2.8 eV Å⁻¹
HOMO-LUMO gap (spin up / spin down)   0.109 / 0.109 hartree
LUMO level (spin up / spin down)   -3.20 / -3.20 eV

=====

Number 1: molar mass 97.12 g/mol, electronic energy -320.7554 Ha. Number 2: molar mass 721.49 g/mol, electronic energy -3131.1044 Ha. Number 3: molar mass 294.20 g/mol, electronic energy -1950.7368 Ha. Number 4: molar mass 102.12 g/mol, electronic energy -660.3430 Ha. Number 5: molar mass 300.41 g/mol, electronic energy -1597.9896 Ha. Number 6: molar mass 93.17 g/mol, electronic energy -588.8711 Ha. Number 7: molar mass 529.78 g/mol, electronic energy -1787.1934 Ha. Number 8: molar mass 109.09 g/mol, electronic energy -389.7078 Ha. Number 9: molar mass 396.53 g/mol, electronic energy -1380.5265 Ha. Number 10: molar mass 599.47 g/mol, electronic energy -1434.9860 Ha. Number 11: molar mass 431.49 g/mol, electronic energy -1883.7507 Ha. Number 12: molar mass 165.11 g/mol, electronic energy -3021.1661 Ha.